[1]
ORCA calculation (ωB97M-V/def2-TZVPD) on a molecular structure, C29H24NO6PPt.

net charge: +2
multiplicity: 1
orbital gap: 0.216 Ha
HOMO level: -15.05 eV

Cartesian coordinates (Å):
Pt: 0.813 0.760 -0.020
P: -0.915 -0.581 -0.161
O: -0.622 3.507 4.919
O: 0.418 1.568 2.914
O: -1.613 5.872 3.416
O: 3.056 -2.709 -0.333
O: -1.358 5.256 0.515
O: -0.234 2.599 0.241
N: 2.065 -0.747 -0.266
C: 3.222 1.996 -0.949
C: -0.532 -2.276 0.293
C: -2.184 0.052 0.935
C: 4.136 -1.776 -0.599
C: 3.522 -0.404 -0.318
C: -0.640 3.653 3.742
C: -4.057 1.511 1.323
C: 0.750 -2.830 0.150
C: -0.800 -0.058 -2.905
C: -4.001 1.210 2.679
C: -3.149 0.935 0.446
C: -1.527 -0.599 -1.848
C: -1.179 4.873 2.950
C: -0.123 -4.991 0.770
C: -0.126 2.609 2.719
C: -1.302 -0.134 -4.196
C: -3.251 -1.290 -3.378
C: 0.942 -4.188 0.388
C: 3.908 0.681 -1.315
C: -0.432 3.161 1.300
C: 1.939 -2.034 -0.181
C: -1.053 4.570 1.434
C: -3.038 0.333 3.167
C: 5.427 0.852 -1.302
C: -2.522 -0.749 -4.431
C: -2.124 -0.243 2.301
C: -1.384 -4.444 0.919
C: -1.589 -3.091 0.679
C: -2.758 -1.218 -2.088
H: 3.582 0.373 -2.313
H: -3.006 0.092 4.222
H: -0.739 0.289 -5.016
H: -2.216 -5.065 1.225
H: -4.718 1.653 3.358
H: -2.911 -0.807 -5.439
H: -4.815 2.184 0.946
H: 5.947 -0.053 -1.614
H: 1.928 -4.616 0.285
H: 5.723 1.647 -1.985
H: 0.152 0.426 -2.727
H: -2.581 -2.676 0.800
H: 3.798 -0.052 0.683
H: 4.439 -1.903 -1.637
H: 4.955 -2.036 0.065
H: 3.464 2.307 0.070
H: -3.195 1.171 -0.610
H: 3.473 2.811 -1.626
H: 5.780 1.121 -0.303
H: 0.041 -6.043 0.956
H: -4.205 -1.765 -3.563
H: -1.371 -0.920 2.685
H: -3.337 -1.641 -1.275
H: 2.126 1.869 -1.095

[2]
ORCA calculation (ωB97M-V/def2-TZVPD) on 3 unconnected molecules or ions with the total composition C28H47BF16NO8P.

multiplicity: 1
orbital gap: 0.309 Ha
HOMO level: -7.90 eV

Cartesian coordinates (Å):
P: -3.906 -1.814 -0.150
F: -0.921 -3.887 3.858
F: 2.323 -1.912 5.114
F: 4.174 0.422 1.981
F: 5.568 5.230 -0.613
F: 6.393 2.746 -1.352
F: 0.405 -3.469 6.210
F: 5.023 -4.103 5.663
F: 1.198 -3.589 3.501
F: 8.009 4.196 -1.158
F: 4.359 -1.763 4.365
F: 4.613 1.535 0.158
F: 6.306 2.123 2.357
F: 6.883 0.029 2.386
F: -0.412 -5.476 6.005
F: 5.258 3.787 1.000
F: 3.485 -4.333 4.158
O: -3.117 -1.586 -4.777
O: -5.074 -2.419 -3.868
O: 7.366 1.206 0.597
O: -7.006 4.150 -1.688
O: 2.942 -4.370 6.344
O: -7.106 3.809 -3.847
O: -0.289 0.832 -0.434
O: -1.770 -1.256 -1.995
N: -1.398 1.089 -1.275
C: 0.305 -4.436 4.050
C: -2.717 -2.689 0.999
C: -3.638 1.705 -0.744
C: 3.599 -2.275 5.358
C: -3.002 -0.803 -1.449
C: 2.089 1.343 -2.669
C: 0.681 1.858 -0.570
C: -1.460 -2.624 -1.986
C: -6.950 3.147 -0.658
C: 6.204 4.440 0.287
C: -3.908 -0.405 -2.639
C: 5.088 0.591 1.001
C: -6.202 1.882 -1.082
C: 3.003 2.118 -3.632
C: 1.029 2.262 -2.001
C: -5.032 1.493 -0.120
C: 1.352 0.318 -3.553
C: 6.429 1.021 1.588
C: 1.560 3.731 -1.914
C: 0.560 -4.635 5.549
C: 7.108 3.456 -0.451
C: 7.915 2.497 0.434
C: -2.631 0.555 -0.672
C: -4.796 -3.262 -0.924
C: 3.739 -3.798 5.368
C: -7.619 3.720 -2.803
C: -1.479 -1.883 1.385
C: 1.913 -5.268 5.937
B: -4.060 -1.517 -3.769
H: 6.784 5.080 0.958
H: -4.902 -0.212 -2.227
H: 0.932 4.241 -1.188
H: 2.065 -0.146 -4.229
H: 8.186 2.949 1.388
H: 1.714 -5.867 6.825
H: -3.758 2.130 -1.734
H: -3.493 0.469 -3.127
H: -2.975 -0.676 -5.065
H: 0.340 -5.387 3.511
H: 0.363 2.705 0.048
H: 0.849 -0.439 -2.960
H: -6.532 3.625 0.217
H: 8.856 2.330 -0.086
H: -5.138 2.169 0.724
H: 3.901 -1.845 6.316
H: 2.385 2.738 -4.273
H: -0.917 -2.859 -2.898
H: -0.794 -2.548 1.897
H: -5.867 -2.112 -3.414
H: -2.405 0.368 0.379
H: 1.401 4.229 -2.860
H: -1.772 -1.143 2.124
H: -5.827 1.928 -2.099
H: -6.902 1.049 -1.039
H: 3.511 1.437 -4.305
H: -7.972 2.871 -0.390
H: -3.183 2.519 -0.179
H: -4.835 -4.097 -0.230
H: 2.583 3.783 -1.566
H: 0.643 0.826 -4.199
H: 0.184 2.310 -2.677
H: 3.750 2.707 -3.116
H: -2.392 -3.591 0.477
H: -2.297 -3.319 -1.929
H: 2.264 -5.974 5.186
H: -0.770 -2.849 -1.170
H: 1.586 1.469 -0.113
H: -0.960 -1.418 0.557
H: -1.530 2.099 -1.288
H: -4.364 -3.599 -1.860
H: -5.817 -2.952 -1.125
H: -8.641 3.316 -2.742
H: -5.214 0.500 0.267
H: 5.186 -0.348 0.450
H: 2.701 0.811 -1.947
H: -3.310 -2.991 1.853

[3]
ORCA calculation (ωB97M-V/def2-TZVPD) on a molecular structure, C5H6O.

multiplicity: 1
orbital gap: 0.337 Ha
HOMO level: -8.74 eV
relative energy (zero: lowest compared OMol25 entry of this formula, charge and spin): 81.7 kcal/mol

Cartesian coordinates (Å):
O: -0.423 -0.392 -1.435
C: -1.085 0.365 0.461
C: 0.969 -0.894 0.199
C: 1.312 0.401 0.084
C: 0.043 1.032 -0.294
C: -0.518 -0.923 -0.109
H: -1.119 0.516 1.543
H: -1.058 -1.866 0.051
H: 1.611 -1.761 0.169
H: -2.045 0.594 -0.009
H: 0.020 2.086 -0.606
H: 2.292 0.842 -0.053

[4]
ORCA calculation (ωB97M-V/def2-TZVPD) on 2 unconnected molecules or ions with the total composition C10H23FN2O3S.

multiplicity: 1
orbital gap: 0.373 Ha
HOMO level: -9.82 eV

Cartesian coordinates (Å):
S: -4.760 -0.544 1.283
F: -3.553 -1.104 2.285
O: -5.531 -1.704 0.782
O: -5.525 0.439 2.084
O: 3.792 -1.235 -0.494
N: -3.957 0.288 0.039
N: -4.287 3.392 0.269
C: 4.301 -1.745 1.858
C: -3.124 -0.600 -0.813
C: 6.042 -0.402 -1.033
C: -4.246 2.644 -0.788
C: -4.869 1.169 -0.734
C: 4.208 -2.236 0.422
C: 4.623 -0.088 -0.595
C: 0.357 0.857 0.155
C: -1.235 0.832 0.151
C: -1.827 0.258 -1.225
H: 4.588 -2.564 2.521
H: 6.039 -0.917 -1.997
H: 0.818 0.790 -0.865
H: 6.557 -1.049 -0.319
H: 4.615 0.467 0.349
H: -3.662 -1.034 -1.699
H: -1.556 0.168 1.013
H: 0.700 -0.027 0.777
H: 4.160 0.565 -1.339
H: -2.169 1.088 -1.914
H: -4.743 2.845 1.016
H: -3.772 3.040 -1.730
H: -5.899 1.262 -0.288
H: 5.155 -2.678 0.097
H: -4.910 0.802 -1.801
H: 0.667 1.788 0.713
H: 3.338 -1.347 2.188
H: 6.622 0.518 -1.130
H: -1.080 -0.367 -1.783
H: -1.665 1.851 0.380
H: -2.713 -1.443 -0.174
H: 3.462 -3.031 0.370
H: 5.039 -0.950 1.971

> Number 1 is which compound?

C29H24NO6PPt

Copy entry 3 word for word.
ORCA calculation (ωB97M-V/def2-TZVPD) on a molecular structure, C5H6O.

multiplicity: 1
orbital gap: 0.337 Ha
HOMO level: -8.74 eV
relative energy (zero: lowest compared OMol25 entry of this formula, charge and spin): 81.7 kcal/mol

Cartesian coordinates (Å):
O: -0.423 -0.392 -1.435
C: -1.085 0.365 0.461
C: 0.969 -0.894 0.199
C: 1.312 0.401 0.084
C: 0.043 1.032 -0.294
C: -0.518 -0.923 -0.109
H: -1.119 0.516 1.543
H: -1.058 -1.866 0.051
H: 1.611 -1.761 0.169
H: -2.045 0.594 -0.009
H: 0.020 2.086 -0.606
H: 2.292 0.842 -0.053

> The highest orbital gap belongs to which entry?

C10H23FN2O3S